(1)
DFT (ωB97M-V/def2-TZVPD) results for a gas-phase ion, C3H8N (charge +1).

The geometry in XYZ format:
```
12
C3H8N, DFT ωB97M-V/def2-TZVPD
N -0.7862 -0.5139 0.2933
C 1.3092 0.7279 0.2128
C -1.8002 -0.1195 -0.3538
C 0.6331 -0.5801 -0.1445
H 1.3154 0.9902 1.2696
H 2.3242 0.7408 -0.1790
H 0.7838 1.5534 -0.2760
H -0.9394 -0.6980 1.2849
H 0.5836 -0.7074 -1.2238
H -1.7846 -0.0920 -1.4367
H 1.0798 -1.4185 0.3796
H -2.7185 0.1171 0.1735
```

Calculated values
Structure (SMILES): C=[NH+]CC
HOMO (eV): -17.349
Strongest force on any atom (eV Å⁻¹): 0.9
2S+1: 1
HOMO-LUMO gap (eV): 12.0
Net charge: +1
E (eV): -4723.296

=====

(2)
DFT (ωB97M-V/def2-TZVPD) results for 2 unconnected molecules or ions with the total composition C3H8N.

The geometry in XYZ format:
```
12
C3H8N, DFT ωB97M-V/def2-TZVPD
N 1.4525 0.5392 0.9718
C 1.2714 0.8361 -0.3858
C 0.9231 -0.4410 0.2676
C -1.8157 -0.5257 -0.1599
H -2.0378 -1.5718 -0.4616
H 1.1002 -1.4891 0.1344
H 0.4510 1.4112 -0.8440
H -2.6071 -0.1672 0.4836
H 2.1152 0.9803 -1.0581
H 1.6527 0.8272 1.9405
H -1.7781 0.1113 -1.1547
H -0.7274 -0.5103 0.2663
```

Calculated values
HOMO (eV): -16.638
Strongest force on any atom (eV Å⁻¹): 4.0
2S+1: 1
HOMO-LUMO gap (eV): 10.4
Net charge: +1
E (eV): -4719.709

=====

(3)
DFT (ωB97M-V/def2-TZVPD) results for a gas-phase ion, C3H8N (charge +1).

The geometry in XYZ format:
```
12
C3H8N, DFT ωB97M-V/def2-TZVPD
N -0.2940 0.0996 -0.3463
C 0.5097 1.2553 0.1814
C -1.0788 0.0496 1.0074
C 0.5587 -1.0583 -0.7020
H 1.0395 -1.4321 0.2709
H -0.6182 -0.5515 1.6492
H -0.0190 2.2254 0.2874
H 1.1126 -0.7766 -1.5796
H -0.7576 0.3881 -1.2631
H -0.0526 -1.8768 -1.1837
H -1.8436 0.7371 1.0171
H 1.4431 0.9403 0.6613
```

Calculated values
HOMO (spin up / spin down) (eV): -14.687 / -14.645
Strongest force on any atom (eV Å⁻¹): 7.7
2S+1: 1
HOMO-LUMO gap (spin up / spin down) (eV): 9.4 / 9.4
Net charge: +1
E (eV): -4719.547

=====

(4)
DFT (ωB97M-V/def2-TZVPD) results for a single C3H8N2 molecule.

The geometry in XYZ format:
```
13
C3H8N2, DFT ωB97M-V/def2-TZVPD
N 0.7968 0.7982 -1.9218
N -0.2143 0.7481 0.2161
C 0.4546 -1.3860 -0.7343
C -0.7592 0.3811 1.5126
C 0.3270 0.1250 -0.9391
H 0.1093 1.7580 0.1954
H 0.8628 -1.9826 -1.5431
H -1.5095 -0.3525 1.2108
H 0.9880 -1.5928 0.2389
H -1.1618 1.4290 1.8676
H -0.0491 -0.0758 2.1733
H 0.7956 1.8098 -1.7242
H -0.6402 -1.6595 -0.5523
```

Calculated values
Structure (SMILES): [H]/N=C(/C)NC
HOMO (eV): -8.701
Strongest force on any atom (eV Å⁻¹): 4.2
2S+1: 1
HOMO-LUMO gap (eV): 9.6
E (eV): -6219.806

=====

(5)
DFT (ωB97M-V/def2-TZVPD) results for 2 unconnected molecules or ions with the total composition C3H8N2.

The geometry in XYZ format:
```
13
C3H8N2, DFT ωB97M-V/def2-TZVPD
N 2.0493 -0.6503 -0.9347
N 0.9995 1.0057 0.2423
C -2.6778 -0.2851 0.1395
C 2.1352 0.4028 -0.2167
C -1.4554 -0.7549 0.3903
H 0.9632 1.6150 1.0335
H 2.9249 -0.7534 -1.4402
H -2.8458 0.5155 -0.5742
H -0.7691 -1.1107 -0.3699
H 3.0830 0.9507 -0.2590
H 0.2455 0.4970 -0.2030
H -1.1328 -1.0556 1.3875
H -3.5198 -0.3766 0.8044
```

Calculated values
Structure (SMILES): [H]/N=C/N.C=C
HOMO (eV): -9.149
Strongest force on any atom (eV Å⁻¹): 1.6
2S+1: 1
HOMO-LUMO gap (eV): 10.2
E (eV): -6218.661

=====

(6)
DFT (ωB97M-V/def2-TZVPD) results for a single C3H8N2 molecule.

The geometry in XYZ format:
```
13
C3H8N2, DFT ωB97M-V/def2-TZVPD
N -0.8117 0.7506 0.3852
N -1.1861 -1.5099 1.0119
C -1.1518 -0.1589 1.2193
C -0.0122 0.4491 -0.8525
C 1.4391 0.9522 -0.7792
H 2.2451 0.0855 -0.8233
H -1.6534 0.0212 2.1761
H -0.6847 0.9770 -1.5606
H 1.6841 1.4335 -1.6760
H 1.6598 1.5952 0.0139
H -0.0460 -0.5730 -1.1904
H -0.8267 -2.1078 1.7946
H -0.6556 -1.9146 0.2809
```

Calculated values
Structure (SMILES): CC/N=C\N
HOMO (eV): -9.260
Strongest force on any atom (eV Å⁻¹): 3.5
2S+1: 1
HOMO-LUMO gap (eV): 10.2
E (eV): -6219.748